1.
C28H39N4O5 | ωB97M-V/def2-TZVPD

Element x y z (Å)
C 3.995 0.393 -1.773
N 4.797 1.604 -1.771
C 4.006 2.823 -1.748
N 5.829 1.581 -0.854
C 7.146 1.600 -1.262
O 7.477 1.535 -2.433
H 3.294 0.482 -2.612
H 4.651 -0.472 -1.930
H 3.412 0.250 -0.841
H 3.300 2.748 -2.585
H 3.431 2.964 -0.811
H 4.662 3.687 -1.908
H 5.618 1.740 0.125
H 7.803 1.672 -0.364
C -5.617 -1.821 -3.205
O -5.025 -3.142 -3.136
C -3.759 -3.198 -2.643
C -3.061 -2.104 -2.128
C -1.834 -2.265 -1.490
C -1.126 -1.070 -0.903
C -1.483 -0.843 0.567
C -2.970 -0.516 0.759
O -3.934 -1.252 0.543
N -3.046 0.755 1.242
C -4.330 1.370 1.493
C -1.771 1.387 1.560
C -1.626 2.661 0.716
C -1.702 1.649 3.070
N -0.828 0.334 1.145
C 0.515 0.423 1.243
C 1.186 1.543 1.725
C 2.563 1.701 1.859
C 3.172 2.885 2.409
C 4.582 2.986 2.558
C 5.174 4.141 3.061
C 4.384 5.229 3.461
C 2.991 5.147 3.347
C 2.394 4.001 2.833
C -1.286 -3.536 -1.359
C -1.950 -4.654 -1.876
O -1.527 -5.936 -1.727
C -0.209 -6.101 -1.156
C -3.169 -4.482 -2.572
O -3.878 -5.573 -2.984
C -4.763 -6.192 -2.003
H -6.587 -1.964 -3.678
H -5.734 -1.407 -2.194
H -4.997 -1.140 -3.806
H -3.513 -1.110 -2.186
H -0.037 -1.206 -0.979
H -1.409 -0.162 -1.460
H -1.244 -1.750 1.155
H -5.110 0.680 1.158
H -4.467 1.575 2.562
H -4.419 2.314 0.942
H -1.787 2.412 -0.342
H -2.371 3.399 1.036
H -0.633 3.104 0.809
H -1.910 0.707 3.596
H -0.716 1.998 3.378
H -2.451 2.399 3.349
H 1.065 -0.464 0.915
H 0.559 2.371 2.041
H 3.209 0.855 1.606
H 5.195 2.125 2.285
H 6.260 4.200 3.151
H 4.843 6.132 3.862
H 2.359 5.980 3.657
H 1.307 3.971 2.759
H -0.324 -3.652 -0.848
H -0.005 -7.169 -1.215
H 0.544 -5.536 -1.724
H -0.198 -5.761 -0.112
H -5.227 -7.021 -2.533
H -4.175 -6.549 -1.152
H -5.515 -5.466 -1.675

- M: 511.64 g mol⁻¹
- Net charge: +1
- Frontier orbital gap: 4.94 eV

2.
C28H39N5O3 | ωB97M-V/def2-TZVPD

Element x y z (Å)
C 4.205 3.993 -4.972
C 4.287 2.642 -5.671
C 3.436 1.559 -4.990
N 2.023 1.865 -4.991
C 1.330 1.655 -6.253
C 1.037 0.180 -6.541
C 0.224 -0.472 -5.430
C 1.308 2.382 -3.962
O 0.140 2.703 -4.098
C 1.985 2.496 -2.595
C 1.238 3.523 -1.729
C 0.031 2.908 -1.036
N 0.424 1.821 -0.152
C -0.521 1.227 0.613
C -1.857 1.614 0.599
C -2.790 1.009 1.453
C -4.223 1.437 1.424
N -2.467 0.056 2.295
C -1.197 -0.334 2.316
C -0.551 -1.300 3.098
C -1.181 -2.163 4.083
C -0.490 -2.676 5.176
C -1.126 -3.511 6.075
C -2.460 -3.867 5.929
O -3.108 -4.728 6.792
C -2.399 -5.236 7.890
C -3.180 -3.328 4.848
O -4.493 -3.556 4.538
C -5.376 -4.112 5.483
C -2.526 -2.494 3.952
C 0.789 -1.252 2.675
C 1.944 -2.083 3.111
N 0.974 -0.345 1.723
N -0.217 0.229 1.497
C 1.741 1.274 -0.404
C 1.943 1.116 -1.909
H 4.633 3.941 -3.974
H 3.170 4.319 -4.893
H 4.756 4.741 -5.537
H 5.323 2.296 -5.683
H 3.967 2.756 -6.707
H 3.789 1.408 -3.971
H 3.578 0.615 -5.526
H 1.924 2.079 -7.067
H 0.387 2.201 -6.185
H 0.481 0.132 -7.479
H 1.969 -0.372 -6.683
H 0.807 -0.529 -4.513
H -0.068 -1.481 -5.711
H -0.673 0.109 -5.229
H 3.015 2.837 -2.704
H 0.882 4.336 -2.363
H 1.916 3.945 -0.986
H -0.473 3.680 -0.446
H -0.661 2.550 -1.808
H -2.198 2.376 -0.078
H -4.788 0.848 2.140
H -4.308 2.492 1.677
H -4.640 1.293 0.428
H 0.540 -2.412 5.349
H -0.556 -3.894 6.908
H -3.107 -5.869 8.425
H -1.542 -5.843 7.576
H -2.054 -4.439 8.557
H -5.355 -3.563 6.427
H -5.159 -5.165 5.675
H -6.366 -4.022 5.035
H -3.099 -2.089 3.134
H 2.374 -1.690 4.031
H 2.711 -2.061 2.341
H 1.626 -3.109 3.285
H 2.503 1.945 0.008
H 1.829 0.316 0.107
H 1.110 0.532 -2.306
H 2.861 0.557 -2.095

- M: 493.65 g mol⁻¹
- Structure (SMILES): CCCN(CCC)C(=O)C1CCN(c2cc(C)nc3c(-c4ccc(OC)c(OC)c4)c(C)nn23)CC1
- Frontier orbital gap: 7.59 eV

For the records above, the corresponding HOMO energy values read -10.1 -6.9 eV.
For the records above, the corresponding relative energy (zero: lowest compared OMol25 entry of this formula, charge and spin) values read 0.0 2.6 kcal/mol.
For the records above, the corresponding LUMO level values read -5.2 0.6 eV.